Molecular formula: C57H67BClN2O5PSSi
Method: DFT, ωB97M-V/def2-TZVPD

The geometry in XYZ format:
```
136
Properties=species:S:1:pos:R:3:forces:R:3
C 1.4629 6.1450 0.0252 0.54 -0.93 -1.08
C 0.8293 5.2893 1.2710 0.76 0.21 0.35
C -0.4017 6.0215 2.0680 -0.28 -1.43 1.65
Cl -0.5587 7.8589 1.6943 -0.03 -1.81 0.27
C -1.8518 5.2215 1.9527 -2.91 -1.00 -1.41
C -2.7888 5.1439 0.6096 0.78 -1.10 3.85
C -2.3424 5.8561 -0.7982 -0.40 0.06 -0.73
C -1.8816 4.7823 -1.9802 -1.01 -1.43 0.90
O -0.4245 4.5866 -2.0682 -1.57 -1.45 -0.65
Si -0.0261 2.9031 -2.4839 0.43 0.27 0.32
C 0.0082 1.7821 -0.8714 -0.69 -0.03 0.59
C -1.2994 2.0703 -3.6731 -0.61 -0.69 -0.16
C 1.7254 2.8418 -3.3152 0.43 0.30 -0.03
C -4.2259 4.2900 0.6590 0.69 -0.90 4.09
B -5.2146 4.1994 -0.6933 -1.00 0.86 -1.11
C -5.0248 3.0378 -1.8647 0.09 -0.30 0.72
O -6.2955 5.2196 -0.8943 3.62 -0.38 -0.49
C -4.7547 3.4988 2.0312 3.19 2.33 -0.55
P -6.3693 2.4830 2.1506 -1.98 -3.25 -1.61
O -6.6171 1.5030 0.9300 1.05 4.21 4.03
O -7.7210 3.5910 2.4386 3.44 -1.84 1.75
O -6.3176 1.4447 3.5911 -1.30 3.69 -1.29
C -3.8276 3.6079 3.3785 2.34 0.71 2.07
N -3.9973 3.0693 4.7824 0.84 1.58 -3.30
S -2.6902 3.4384 5.8946 -0.99 1.84 -7.64
N -1.7368 4.3401 4.6909 -2.51 -0.12 -3.21
C -2.4144 4.4358 3.3171 -0.63 -1.32 2.49
H 0.6918 6.7590 -0.6051 1.42 -1.29 1.40
H 1.9276 5.3416 -0.7257 -1.01 1.79 1.59
H 2.3538 6.8549 0.3197 -1.99 -1.40 -0.23
H 0.4829 4.2011 0.9804 0.61 2.39 0.29
H 1.7178 5.1368 2.0533 -2.05 0.37 -1.61
H -0.1183 5.9755 3.2268 -0.92 0.22 -2.63
H -3.2829 6.4455 -1.2380 1.92 -1.28 1.10
H -1.4846 6.6467 -0.7063 -1.70 -1.61 0.30
H -2.3831 5.0369 -3.0314 1.29 -0.28 2.23
H -2.3319 3.7325 -1.6331 0.56 2.21 -0.80
H 1.0961 1.3759 -0.7147 -2.20 0.56 -0.16
H -0.7971 0.9220 -1.0211 1.94 1.55 0.41
H -0.3362 2.3801 0.0883 0.78 -1.22 -1.88
H -0.8710 0.9921 -3.9413 -0.89 2.32 0.43
H -1.5351 2.6728 -4.6478 0.42 -1.24 1.80
H -2.2793 1.8906 -3.0583 1.61 0.29 -1.34
H 1.6391 3.2549 -4.4100 0.34 -0.96 2.02
H 2.4805 3.5351 -2.7255 -1.37 -1.59 -1.22
H 2.0798 1.7020 -3.2981 -0.58 2.60 -0.18
H -4.4814 2.1299 -1.3302 -1.20 1.62 -1.42
H -4.3745 3.3954 -2.7829 -1.32 -0.62 1.84
H -6.1003 2.7464 -2.2442 2.22 0.42 0.72
H -5.8686 5.9842 -1.4194 -1.17 -1.63 1.22
H -7.5888 3.8791 3.4092 -0.43 -0.28 -2.08
H -6.9247 1.8436 4.3104 1.46 -0.89 -1.52
C 5.4479 -1.9536 -3.6545 -0.19 0.06 -0.01
C 5.0979 -2.0346 -5.0020 -0.11 0.07 0.09
C 3.8317 -1.6263 -5.4202 0.03 0.02 0.15
C 2.9130 -1.1405 -4.4894 0.21 -0.06 0.07
C 3.2598 -1.0683 -3.1405 0.11 -0.04 -0.12
C 4.5273 -1.4731 -2.7229 -0.01 -0.01 -0.18
H 6.4369 -2.2656 -3.3300 -0.13 0.02 -0.05
H 5.8128 -2.4156 -5.7271 -0.10 0.07 0.11
H 3.5604 -1.6864 -6.4709 0.03 0.00 0.16
H 1.9274 -0.8199 -4.8152 0.11 -0.04 0.02
H 2.5419 -0.6953 -2.4141 0.09 -0.06 -0.08
H 4.7982 -1.4145 -1.6720 -0.05 -0.01 -0.14
C -9.3896 -2.8300 3.1301 0.16 0.05 -0.07
C -8.7059 -3.9457 2.6479 0.06 0.12 0.01
C -7.4551 -3.7936 2.0504 -0.04 0.16 0.05
C -6.8891 -2.5241 1.9310 -0.25 -0.08 0.12
C -7.5770 -1.4072 2.4048 0.03 0.01 0.02
C -8.8262 -1.5597 3.0057 0.12 -0.26 -0.07
H -10.3613 -2.9496 3.6016 0.11 0.00 -0.07
H -9.1480 -4.9348 2.7385 0.06 0.13 -0.02
H -6.9210 -4.6637 1.6778 -0.09 0.09 0.04
H -5.9135 -2.4055 1.4679 -0.14 0.01 0.05
H -7.1387 -0.4171 2.3066 -0.13 -0.30 -0.04
H -9.3610 -0.6895 3.3771 0.07 -0.10 -0.06
C 2.2150 -5.0347 -5.8421 -0.17 -0.05 -0.04
C 2.0495 -6.1754 -6.6271 -0.14 0.10 0.04
C 0.7699 -6.5894 -6.9958 -0.01 0.15 0.10
C -0.3456 -5.8647 -6.5757 0.19 0.04 0.04
C -0.1806 -4.7292 -5.7829 0.13 -0.08 -0.06
C 1.0992 -4.3129 -5.4173 -0.03 -0.15 -0.11
H 3.2126 -4.7085 -5.5605 -0.13 -0.02 -0.01
H 2.9186 -6.7417 -6.9524 -0.13 0.09 0.04
H 0.6415 -7.4766 -7.6105 0.02 0.13 0.09
H -1.3425 -6.1855 -6.8650 0.13 0.04 0.04
H -1.0502 -4.1676 -5.4504 0.13 -0.09 -0.05
H 1.2277 -3.4267 -4.8014 0.01 -0.14 -0.08
C -6.8987 -8.4692 3.6116 0.19 0.04 -0.10
C -6.2150 -9.5849 3.1293 0.07 0.14 0.00
C -4.9641 -9.4328 2.5319 -0.08 0.16 0.06
C -4.3982 -8.1633 2.4125 -0.19 -0.04 0.07
C -5.0860 -7.0465 2.8863 -0.06 -0.15 0.01
C -6.3353 -7.1989 3.4872 0.05 -0.16 -0.04
H -7.8703 -8.5888 4.0831 0.13 0.02 -0.07
H -6.6571 -10.5740 3.2200 0.07 0.15 -0.01
H -4.4301 -10.3030 2.1593 -0.08 0.13 0.05
H -3.4226 -8.0448 1.9494 -0.13 -0.01 0.06
H -4.6478 -6.0563 2.7880 -0.07 -0.14 0.03
H -6.8701 -6.3288 3.8585 0.08 -0.10 -0.05
C 11.3423 -0.5451 -1.9571 -0.17 0.04 -0.13
C 10.1065 -0.9081 -1.4226 0.01 0.04 -0.14
C 8.9406 -0.7091 -2.1614 0.18 0.05 -0.10
C 9.0100 -0.1426 -3.4344 0.14 -0.03 0.11
C 10.2449 0.2291 -3.9652 0.01 -0.07 0.14
C 11.4112 0.0267 -3.2279 -0.16 -0.07 0.10
H 12.2512 -0.7064 -1.3838 -0.12 0.05 -0.07
H 10.0520 -1.3473 -0.4295 0.01 0.06 -0.15
H 7.9780 -0.9953 -1.7459 0.13 0.05 -0.05
H 8.1022 0.0102 -4.0113 0.10 -0.01 0.08
H 10.2987 0.6761 -4.9549 -0.01 -0.08 0.16
H 12.3738 0.3142 -3.6426 -0.13 -0.03 0.06
C -9.8278 2.8511 8.6809 0.18 0.03 -0.10
C -9.1441 1.7354 8.1987 0.03 0.13 0.00
C -7.8933 1.8875 7.6013 -0.08 0.14 0.01
C -7.3273 3.1570 7.4819 -0.17 -0.02 0.03
C -8.0151 4.2738 7.9557 -0.09 -0.10 0.02
C -9.2644 4.1214 8.5566 0.09 -0.16 -0.06
H -10.7995 2.7315 9.1525 0.14 0.02 -0.08
H -9.5862 0.7463 8.2894 0.08 0.15 -0.01
H -7.3592 1.0173 7.2287 -0.06 0.10 0.07
H -6.3517 3.2755 7.0188 -0.07 -0.02 0.04
H -7.5769 5.2640 7.8574 -0.06 -0.15 0.03
H -9.7992 4.9915 8.9279 0.08 -0.13 -0.05
C 17.7022 -1.5592 -0.7071 -0.20 -0.03 0.05
C 16.7889 -1.3493 -1.7400 -0.05 -0.02 0.15
C 15.4194 -1.4130 -1.4847 0.10 -0.03 0.17
C 14.9625 -1.6912 -0.1963 0.22 0.01 -0.07
C 15.8758 -1.9103 0.8347 0.05 0.04 -0.13
C 17.2454 -1.8429 0.5802 -0.12 0.03 -0.16
H 18.7691 -1.5028 -0.9050 -0.15 -0.02 0.02
H 17.1448 -1.1350 -2.7446 -0.06 -0.03 0.16
H 14.7080 -1.2460 -2.2892 0.09 -0.03 0.10
H 13.8957 -1.7384 0.0035 0.14 -0.02 -0.01
H 15.5200 -2.1330 1.8376 0.06 0.04 -0.16
H 17.9569 -2.0113 1.3842 -0.11 0.03 -0.12
```
Forces are in eV/Å.

Values from the calculation:
Frontier orbital gap ... 6.67 eV
Energy relative to the best compared isomer or geometry (same formula, charge and spin) ... 1401.5 kJ/mol
Largest force on an atom ... 7.922 eV Å⁻¹
SMILES ... CC[C@@H](Cl)c1c(CCO[Si](C)(C)C)c(B(C)O)c(P(=O)(O)O)c2nsnc12.c1ccccc1.c1ccccc1.c1ccccc1.c1ccccc1.c1ccccc1.c1ccccc1.c1ccccc1
Molar mass ... 997.56 g mol⁻¹
Lowest unoccupied orbital energy ... -0.0804 hartree